No. 1
Here is a cluster of 2 separate species, C9H21N3 in total from OMol25. Energies are from wB97M-V/def2-TZVPD.

XYZ file:
```
33
Properties=species:S:1:pos:R:3:forces:R:3:mulliken_charge:R:1
C -3.3428 -0.4900 0.8320 0.383 0.617 -0.328 -0.629
C -2.7124 0.2202 -0.1411 -0.402 -0.868 0.225 0.370
C 3.0628 1.0481 -0.2107 0.150 0.008 -0.173 0.265
C -3.7672 -2.5021 -0.6813 0.010 0.064 0.096 -1.457
C 5.1535 -1.7741 0.0185 0.003 0.158 -0.104 -1.161
C -1.7035 2.2069 -1.2493 0.024 0.290 -0.142 -1.578
C -3.9131 -1.8291 0.6724 -0.233 -0.563 -0.057 -0.285
C 5.1131 -0.2552 0.0986 0.788 -0.416 -0.105 -0.310
C -2.2402 1.5537 -0.0348 -0.183 0.385 0.472 0.674
N 1.8361 1.4217 0.1115 -0.044 -0.046 0.188 -0.280
N 3.7758 0.1983 0.4519 -0.467 -0.007 0.351 -0.172
N -2.3061 2.2514 1.0760 -0.089 -0.119 -0.164 -0.310
H -3.4717 -0.0695 1.8236 -0.024 0.114 0.102 0.266
H -2.6044 -0.2372 -1.1142 0.030 0.026 -0.075 0.430
H 3.4971 1.4763 -1.1085 0.003 0.004 0.044 0.296
H -2.7216 -2.6560 -0.9387 0.093 -0.027 -0.065 0.367
H -4.2453 -1.9208 -1.4657 -0.036 0.035 -0.114 0.378
H -4.2487 -3.4757 -0.6534 -0.001 -0.033 -0.026 0.374
H 4.4729 -2.1461 -0.7428 -0.064 -0.052 -0.065 0.339
H 6.1587 -2.0910 -0.2434 0.077 -0.028 0.006 0.337
H 4.9030 -2.2277 0.9747 -0.025 -0.048 0.097 0.382
H -1.0200 1.5508 -1.7843 0.029 -0.088 0.031 0.374
H -2.5355 2.3940 -1.9341 -0.038 -0.020 0.008 0.393
H -1.2338 3.1643 -1.0362 0.042 0.050 -0.009 0.475
H -3.4997 -2.4663 1.4669 -0.019 0.099 0.027 0.362
H -4.9778 -1.7541 0.9390 0.064 0.070 0.078 0.354
H 5.4003 0.1938 -0.8527 -0.072 0.080 0.077 0.326
H 5.8025 0.0919 0.8730 -0.077 0.096 -0.136 0.275
H 1.3812 2.1538 -0.4083 0.089 -0.035 0.015 0.212
H 3.4002 -0.2419 1.2888 -0.078 0.164 -0.100 0.267
H -2.7487 1.8749 1.9040 0.050 0.070 -0.024 0.176
H 1.4065 1.1018 0.9681 -0.011 0.094 -0.084 0.215
H -2.0711 3.2349 1.1002 0.027 -0.074 -0.046 0.272
```
Positions in Å, forces in eV/Å.

Summary:
relative energy (zero: lowest compared OMol25 entry of this formula, charge and spin)	0.0000	eV
charge	+2
HOMO	-16.8056	eV
multiplicity	1
gap between HOMO and LUMO	9.44	eV
E_LUMO	-7.4	eV
E	-14129.018	eV
largest force on an atom	0.0191	Eh/bohr



No. 2
Here is an isolated molecule of C6H14 at a distorted geometry from OMol25. Energies are from wB97M-V/def2-TZVPD.

XYZ file:
```
20
Properties=species:S:1:pos:R:3:forces:R:3:mulliken_charge:R:1
C -1.2344 -0.0224 -2.1993 0.496 1.254 0.088 -1.272
C -1.1076 0.4868 -0.7365 1.254 -1.722 -0.360 -0.695
C 0.1316 -0.1341 0.0079 -1.402 0.353 -1.441 0.662
C 0.0758 -1.6425 -0.0430 -0.273 -0.385 1.384 -1.568
C 0.3244 0.4412 1.4140 -0.177 0.297 0.613 -0.720
C 1.7661 0.9080 1.6120 -0.391 0.059 0.464 -1.175
H -1.9603 0.6371 -2.6765 -0.316 -0.403 -0.203 0.362
H -1.5049 -1.0691 -2.3048 -0.262 0.035 0.191 0.339
H -0.3224 0.1267 -2.7903 0.121 -0.048 0.282 0.339
H -0.9618 1.5591 -0.7024 -0.523 0.302 -0.051 0.396
H -2.0184 0.1260 -0.2674 -0.208 0.540 0.563 0.294
H 0.9819 0.1576 -0.6193 0.168 0.154 0.206 0.236
H 0.0154 -2.1394 -1.0043 0.785 0.328 -0.383 0.389
H 0.9384 -1.9225 0.5784 -0.225 -0.850 -0.450 0.358
H -0.8452 -2.0276 0.4224 0.229 0.266 0.439 0.343
H 0.0967 -0.2080 2.2674 -0.160 -0.626 -0.531 0.374
H -0.4065 1.2484 1.5688 0.392 0.181 -0.166 0.352
H 2.4276 0.0559 1.4255 0.144 0.344 -0.389 0.281
H 1.9838 1.2095 2.6440 -0.221 0.109 -0.162 0.394
H 1.9230 1.7650 0.9575 0.571 -0.187 -0.092 0.311
```
Positions in Å, forces in eV/Å.

Summary:
structure (SMILES)	CCC(C)CC
relative energy (zero: lowest compared OMol25 entry of this formula, charge and spin)	0.6105	eV
charge	0
HOMO	-10.5610	eV
multiplicity	1
gap between HOMO and LUMO	11.77	eV
E_LUMO	1.2	eV
E	-6448.798	eV
largest force on an atom	0.0420	Eh/bohr



No. 3
Here is a cluster of 4 separate species, C3H6O2 in total at a distorted geometry from OMol25. Energies are from wB97M-V/def2-TZVPD.

XYZ file:
```
11
Properties=species:S:1:pos:R:3:forces:R:3:mulliken_charge:R:1
C -1.5608 -0.0636 -0.0791 -1.467 -0.292 -0.022 -0.798
C -0.1409 0.4291 -0.1838 0.862 1.213 1.325 0.677
C 1.0388 -0.5084 -0.0403 0.762 0.099 -0.229 -0.432
H -1.7515 -0.0680 1.5587 0.240 -0.129 -4.811 0.253
H -1.5044 -1.5858 -0.7110 -0.600 4.427 1.932 0.244
H -2.3952 0.9717 -0.7721 2.421 -3.709 2.431 0.283
H 0.9551 -0.8497 0.9932 -0.223 -0.621 0.070 0.227
H 0.9912 -1.3620 -0.7403 0.325 0.433 0.307 0.328
H 1.9167 1.1885 0.1778 0.997 -2.391 -1.105 0.398
O 0.1956 1.6067 -0.0762 -1.648 -0.468 -0.543 -0.619
O 2.2554 0.2415 -0.1267 -1.669 1.437 0.645 -0.560
```
Positions in Å, forces in eV/Å.

Summary:
relative energy (zero: lowest compared OMol25 entry of this formula, charge and spin)	7.1298	eV
charge	0
HOMO	-10.2371	eV
multiplicity	1
gap between HOMO and LUMO	9.59	eV
E_LUMO	-0.6	eV
E	-7296.548	eV
largest force on an atom	0.0983	Eh/bohr